Entry 1:
9
Properties=species:S:1:pos:R:3 method="wB97M-V/def2-TZVPD" homo_ev="-9.3406 / -9.3400" homo_lumo_gap_ev="8.2 / 8.2" relative_energy_kj_mol=339.64
S 1.65 -0.67 -1.42
O 0.96 0.34 1.13
O 2.34 -1.91 -1.41
N -0.94 -0.38 -0.81
N 0.18 -0.89 -1.12
C -0.16 0.82 1.14
C -1.23 0.29 0.29
H -2.22 0.66 0.57
H -0.60 1.73 1.64

Entry 2:
106
Properties=species:S:1:pos:R:3 method="wB97M-V/def2-TZVPD" homo_ev="-8.1684 / -11.1580" homo_lumo_gap_ev="4.9 / 5.9" total_charge=+1 s_squared=8.8348 spin_multiplicity=6
Te 0.81 -1.12 3.13
Co -0.40 1.13 -0.26
S -1.87 5.78 -0.54
S -0.14 4.59 1.54
O 2.54 0.58 2.47
N -1.78 0.87 -1.51
N -4.22 2.77 2.02
N 0.94 1.20 1.02
N -6.80 0.44 -6.40
N 1.81 -1.02 -3.85
N -1.94 1.74 0.84
N -0.45 3.65 -0.96
N 0.65 0.31 -1.68
C 2.96 -3.40 6.14
C 1.51 -4.95 5.07
C 1.52 -2.66 4.39
C 0.54 -0.74 -3.84
C 2.09 1.37 1.57
C -3.75 0.61 -3.40
C 2.82 3.11 -0.10
C 1.01 -3.96 4.24
C 1.73 -4.45 -2.24
C -4.94 -0.56 -5.27
C 3.89 3.00 2.06
C 3.63 4.17 -0.45
C -5.71 1.58 -4.60
C -0.04 -4.32 3.22
C 0.32 -3.02 -0.73
C 3.01 -5.79 6.91
C -3.02 1.32 -1.23
C -2.44 4.79 -4.40
C -2.62 5.50 -3.24
C 3.65 -2.45 1.92
C -4.81 0.54 -4.43
C -1.26 -1.69 0.65
C -1.91 5.09 -2.11
C -0.84 3.29 -3.36
C 1.96 0.00 -1.70
C -4.23 2.36 0.76
C -1.94 2.13 2.12
C 2.50 -2.36 5.34
C -5.94 -0.56 -6.22
C -0.10 -0.08 -2.77
C 3.11 -1.00 5.52
C -3.09 1.83 0.15
C -4.03 1.22 -2.14
C 0.12 -2.25 0.40
C -6.67 1.49 -5.59
C -0.75 4.54 -0.02
C -2.49 0.11 -3.64
C -1.05 3.97 -2.14
C 4.70 4.07 1.70
C 1.19 -2.07 1.29
C 2.48 -4.69 6.02
C 2.53 -0.64 -2.76
C 2.60 -3.38 -0.13
C 1.55 -3.61 -1.01
C 2.95 2.52 1.16
C 2.45 -2.61 1.02
C -1.54 3.70 -4.47
C -1.47 0.26 -2.68
C -3.08 2.64 2.70
C 4.57 4.65 0.45
H 5.20 5.49 0.18
H -7.38 2.30 -5.75
H 4.56 -2.46 1.32
H 4.09 -5.89 6.80
H 4.17 -1.02 5.25
H 1.12 -5.96 4.97
H 5.43 4.45 2.41
H -2.97 5.08 -5.30
H -3.07 2.97 3.73
H 3.59 -0.88 -2.76
H 3.63 -1.51 2.46
H 3.70 -3.27 2.64
H 3.99 2.52 3.02
H 0.40 -4.51 2.24
H -0.04 -1.05 -4.70
H -6.06 -1.42 -6.88
H 2.54 0.27 -0.83
H -1.39 3.19 -5.41
H -5.03 1.57 -1.91
H 3.05 -0.69 6.57
H -1.85 -2.37 1.27
H 2.54 -6.74 6.68
H -4.29 -1.43 -5.16
H -0.51 -3.17 -1.42
H 2.81 -5.56 7.96
H -5.65 2.48 -3.99
H 3.57 -3.81 -0.35
H -3.29 6.35 -3.21
H 1.67 -3.83 -3.14
H -0.78 -3.53 3.10
H -0.57 -5.22 3.53
H -1.00 2.02 2.65
H -1.25 -0.73 1.16
H -5.16 2.45 0.22
H 3.72 -3.18 6.89
H -2.27 -0.34 -4.60
H 2.70 -4.95 -2.24
H 0.95 -5.21 -2.31
H -1.79 -1.57 -0.30
H 2.65 -0.22 4.92
H 2.07 2.74 -0.79
H 3.54 4.62 -1.43
H -0.13 2.49 -3.40

Entry 3:
120
Properties=species:S:1:pos:R:3 method="wB97M-V/def2-TZVPD" homo_ev=-8.5648 homo_lumo_gap_ev=8.4 relative_energy_kj_mol=49.55
O 1.64 7.77 11.71
O -1.34 5.62 9.50
O -0.03 10.06 15.86
O 0.65 9.28 20.82
O 2.05 4.64 14.73
O 2.57 3.60 12.04
O -0.88 4.21 13.73
O 3.51 7.17 19.45
O 4.40 9.27 15.51
O 2.02 0.74 20.59
O -1.84 5.05 18.41
O 4.91 4.86 14.64
O 1.29 1.75 15.68
O 7.74 4.69 18.84
O 3.59 3.51 19.22
O -3.53 7.99 16.64
N 2.02 1.61 18.32
N 3.97 3.11 15.96
N 0.98 6.19 9.52
N 0.77 2.15 13.38
N 5.61 5.58 18.39
N 6.58 6.11 20.31
N 0.36 4.46 10.72
N 5.94 3.78 16.51
N 5.14 8.83 19.05
N 0.83 -0.19 18.81
N 3.30 9.42 20.00
N 1.81 0.30 13.94
C 2.37 5.55 16.85
C 2.76 7.22 12.38
C 0.12 8.23 18.78
C 0.01 4.27 19.71
C 1.85 5.84 15.43
C -2.43 7.34 16.01
C 0.02 8.15 20.30
C -1.44 4.16 15.03
C 1.30 1.42 14.36
C 0.71 8.98 15.36
C 1.56 0.79 19.27
C 4.97 3.88 15.65
C -0.01 5.40 9.89
C 4.66 7.96 15.92
C -0.98 3.97 18.57
C 3.97 8.48 19.48
C 4.33 2.90 21.47
C 3.86 3.02 12.20
C 6.66 5.43 19.20
C 3.62 3.90 20.53
H 6.82 4.30 16.34
H 4.15 7.64 16.84
H 4.07 2.24 16.44
H -2.11 7.91 15.18
H 2.36 6.67 15.01
H 7.22 5.82 21.08
H -0.45 3.83 10.93
H 0.60 10.76 15.94
H -0.40 7.42 18.29
H 4.16 2.54 11.30
H 4.53 3.86 12.41
H 5.35 9.75 18.60
H 3.56 7.16 11.67
H 2.15 0.10 13.00
H 1.61 1.73 17.37
H 3.62 10.40 20.11
H 5.65 4.95 17.56
H 0.10 2.90 13.72
H 5.81 6.71 20.57
H 1.28 4.18 11.10
H 0.49 7.28 20.70
H 1.66 4.67 13.91
H 5.76 7.85 16.00
H 4.01 1.82 21.47
H 1.36 7.16 11.03
H -0.01 8.25 14.91
H 0.38 -0.75 19.59
H 2.56 6.23 12.76
H 5.14 9.83 15.82
H -0.42 4.64 20.62
H 4.41 7.23 15.14
H -1.58 3.06 18.71
H 4.84 6.16 18.50
H -2.89 6.47 15.50
H 2.66 4.09 20.86
H 2.19 -0.29 14.66
H 0.39 1.70 12.51
H 1.98 5.96 9.69
H 0.76 4.93 19.28
H 2.95 7.92 13.22
H -2.58 4.27 15.01
H 0.81 6.97 8.86
H 1.36 9.34 14.60
H 5.87 2.96 17.15
H -3.39 8.02 17.61
H 4.11 4.87 20.57
H 5.39 2.97 21.23
H 5.82 8.07 18.86
H -1.04 8.20 20.57
H 1.32 8.52 16.16
H -1.66 7.09 16.68
H 4.17 3.16 22.52
H -2.70 4.76 17.98
H 3.96 4.18 18.63
H 0.78 6.17 15.49
H -0.88 4.97 15.63
H 2.02 2.99 12.54
H 3.09 3.46 15.53
H 0.66 9.20 21.77
H 3.40 5.59 17.03
H 1.15 8.08 18.44
H 2.00 6.34 17.44
H 0.40 3.30 19.95
H -0.19 9.12 18.31
H -0.91 5.16 13.42
H -0.47 3.77 17.61
H 0.33 -0.20 17.88
H 1.87 4.69 17.31
H -1.22 3.16 15.48
H 2.54 2.44 18.72
H 3.89 2.31 13.01
H 2.25 9.29 20.16

Entry 4:
61
Properties=species:S:1:pos:R:3 method="wB97M-V/def2-TZVPD" homo_ev="-8.3751 / -7.7721" homo_lumo_gap_ev="8.8 / 5.9" relative_energy_kj_mol=18.00 s_squared=8.8008 spin_multiplicity=6
Fe -0.54 0.76 -0.51
Cl -2.56 -0.24 -5.07
S 2.27 -0.24 -2.32
S 1.96 0.82 1.73
Si -1.00 -2.36 0.39
O 1.38 0.46 -1.32
O -0.98 0.50 -2.65
O -2.64 0.36 -1.22
O -1.34 4.96 0.04
N -1.08 -0.68 0.97
N -0.69 2.67 -0.11
C 1.76 2.58 2.05
C 3.80 0.69 -2.25
C 4.79 0.03 -1.30
C -1.62 -0.31 2.14
C -2.16 -1.25 3.08
C -0.18 -2.40 -1.27
C -2.18 1.46 3.72
C -2.68 0.52 4.62
C -3.24 0.26 -3.50
C -1.02 3.82 -0.05
C 1.50 1.76 -4.08
C 1.66 0.25 -3.94
C -1.67 1.07 2.51
C -2.70 -3.08 0.22
C 0.06 -3.39 1.53
C 1.66 0.20 3.40
C -2.21 0.38 -2.39
C -2.67 -0.84 4.28
H 0.04 -4.43 1.19
H 2.29 0.74 4.11
H 2.35 -0.20 -4.66
H -3.71 1.23 -3.63
H 3.50 1.68 -1.90
H -2.16 -2.31 2.83
H 0.93 1.97 -4.98
H -0.26 -3.37 2.58
H -0.51 -1.60 -1.94
H 2.46 2.27 -4.16
H -3.07 -1.57 4.97
H 4.37 -0.03 -0.29
H 2.59 2.96 2.66
H -2.21 2.52 3.97
H 4.20 0.77 -3.27
H 0.69 -0.24 -4.01
H 1.10 -3.04 1.50
H -1.29 1.80 1.81
H -3.07 0.83 5.57
H 1.74 3.09 1.09
H 1.93 -0.85 3.41
H 0.81 2.77 2.56
H -3.33 -2.41 -0.37
H -2.62 -4.03 -0.32
H 5.04 -0.98 -1.63
H 0.61 0.31 3.67
H 0.90 -2.34 -1.18
H -3.20 -3.27 1.17
H -3.99 -0.46 -3.21
H 0.94 2.16 -3.24
H 5.71 0.61 -1.25
H -0.44 -3.35 -1.76

Entry 5:
12
Properties=species:S:1:pos:R:3 method="wB97M-V/def2-TZVPD" homo_ev=-8.9197 homo_lumo_gap_ev=9.8 relative_energy_kj_mol=107.05
N -0.01 -0.17 0.55
N 1.03 -1.41 -1.01
C -0.86 -0.33 -0.53
C 1.13 -0.90 0.19
C -0.14 1.22 1.03
C -0.20 -1.00 -1.49
H 1.94 -1.16 0.87
H -1.83 0.13 -0.46
H -0.89 1.28 1.81
H -0.52 -1.16 -2.51
H 0.82 1.63 1.36
H -0.48 1.86 0.20